# 1
Density functional theory data (wB97M-V/def2-TZVPD) for the molecule C2H6NO2P at a distorted geometry.

Output
Relative energy (zero: lowest compared OMol25 entry of this formula, charge and spin) ... 82.9 kcal/mol
SMILES ... NC(=O)[PH2]1CO1
HOMO energy ... -8.69 eV

Geometry (Å):
N1 0.370 1.100 -1.916
C1 -0.399 0.950 -0.725
O1 -1.524 1.230 -0.501
P1 0.563 0.000 0.732
C2 -0.670 -1.356 1.031
O2 -0.296 -0.246 2.004
H1 1.198 0.546 -2.095
H2 -0.194 1.121 -2.805
H3 1.426 0.963 1.222
H4 1.693 -0.816 0.510
H5 -0.420 -2.325 1.469
H6 -1.748 -1.167 1.073

# 2
Density functional theory data (wB97M-V/def2-TZVPD) for a cluster of 2 separate species, C2H6NO2P in total at a distorted geometry.

Output
Relative energy (zero: lowest compared OMol25 entry of this formula, charge and spin) ... 104.7 kcal/mol
HOMO energy (spin up / spin down) ... -7.67 / -7.69 eV

Geometry (Å):
C1 0.922 -0.247 -1.446
C2 0.428 0.478 1.484
N1 -2.621 0.833 -0.647
O1 -3.397 0.064 -0.241
O2 -0.574 -1.762 0.375
P1 -0.285 -0.364 0.009
H1 0.838 0.797 -1.821
H2 2.049 -0.410 -1.016
H3 0.529 -1.201 -2.033
H4 1.380 -0.046 1.810
H5 0.895 1.508 1.223
H6 -0.165 0.351 2.301